The ion C6H9N4O2S2 with charge -1 in a non-equilibrium geometry, computed with ωB97M-V with the def2-TZVPD basis set.

Output
Structure (SMILES): C[C@@H](SCC(=O)O)C1(C[S-])N=NN=N1
Gap between HOMO and LUMO in eV: 7.1
Energy relative to the best compared isomer or geometry (same formula, charge and spin) in eV: 2.184
Total charge: -1

CARTESIAN COORDINATES (ANGSTROEM)
C -0.75585 2.12647 -0.86202
C -0.28851 0.79059 -0.30166
S 0.90883 1.14841 1.11879
C 2.51144 0.48719 0.30207
C 2.61768 -1.00910 0.32224
O 2.93307 -1.65821 1.27700
O 2.21197 -1.43110 -0.88880
C -1.44409 -0.10920 0.12446
C -0.65295 -1.63293 0.68115
S -0.29479 -2.66958 -0.62609
N -2.36965 -0.30896 -0.87998
N -3.53455 -0.19850 -0.33337
N -3.33445 0.27432 0.94302
N -2.11030 0.40298 1.21591
H 0.25052 2.70838 -1.05531
H -1.40158 2.65766 -0.11633
H -1.40742 1.79067 -1.71864
H 0.19553 0.18902 -1.05405
H 2.45024 0.75242 -0.63751
H 3.22926 0.91450 0.96130
H 1.52808 -2.17348 -0.90777
H -1.38168 -1.98360 1.43845
H 0.13922 -1.06793 0.99713

=====

A cluster of 2 separate species, ClH3NPS in total in a non-equilibrium geometry, computed with ωB97M-V with the def2-TZVPD basis set.

Output
Structure (SMILES): [H]/N=P/[H].SCl
Gap between HOMO and LUMO in eV: 8.6
Energy relative to the best compared isomer or geometry (same formula, charge and spin) in eV: 3.053
Total charge: 0

CARTESIAN COORDINATES (ANGSTROEM)
H 1.04365 1.49775 -1.47670
N 0.75410 1.02071 -0.66482
P 1.01944 -0.44130 -0.30904
H -0.09711 -0.42117 0.79665
S -2.13080 0.34318 -0.12074
Cl -4.01723 -0.46476 -0.01853
H -2.51140 0.91907 -1.30540

=====

A cluster of 4 separate species, C3H8N2O in total in a non-equilibrium geometry, computed with ωB97M-V with the def2-TZVPD basis set.

Output
Gap between HOMO and LUMO in eV: 8.3
Energy relative to the best compared isomer or geometry (same formula, charge and spin) in eV: 11.527
Total charge: 0

CARTESIAN COORDINATES (ANGSTROEM)
C 2.14754 0.92098 -0.76001
C -0.71998 -0.41685 0.05862
C -1.79859 -0.83636 0.92947
H 3.01732 1.16342 0.04155
H 2.13151 1.63057 -1.80819
H 2.15967 -0.17565 -1.05492
H 0.22986 0.89470 1.56486
H -1.46328 -2.49870 1.08295
H -3.20531 -0.36877 0.10871
H -1.66235 -0.02096 2.36437
H -1.27803 -1.35413 -1.56157
N 0.26737 0.36355 0.57810
N -0.69978 -0.60726 -1.24146
O 0.87405 1.30545 -0.30249

=====

A structure of composition C27H46N4ReSSi2, computed with ωB97M-V with the def2-TZVPD basis set.

Output
2S+1: 2
Gap between HOMO and LUMO (alpha / beta) in eV: 3.2 / 4.8
⟨S²⟩: 0.78
Energy relative to the best compared isomer or geometry (same formula, charge and spin) in eV: 0.000
Total charge: -2

CARTESIAN COORDINATES (ANGSTROEM)
Re 0.01462 0.08706 -0.17503
C 1.20100 -1.07902 3.27761
Si -0.24973 -0.41209 2.23863
C -0.86878 1.05684 3.29707
C -1.65666 -1.68085 2.59312
C -1.97863 -2.16189 3.86877
C -3.01155 -3.06566 4.06957
C -3.75628 -3.50666 2.97822
C -3.45359 -3.03061 1.71088
C -2.41204 -2.11951 1.49236
Si -1.88962 -1.47252 -0.25169
C -1.64388 -3.15511 -1.12618
C -3.55181 -0.87766 -0.99324
H 0.88423 -1.26671 4.31085
H 2.02975 -0.36642 3.29026
H 1.58573 -2.01318 2.85958
H -1.26347 0.68470 4.24955
H -1.66198 1.60132 2.78022
H -0.05895 1.76111 3.51280
H -1.40960 -1.82117 4.73152
H -3.23878 -3.42689 5.06856
H -4.56352 -4.21980 3.11901
H -4.03935 -3.38573 0.86560
H -2.57344 -3.73731 -1.13547
H -0.88731 -3.73130 -0.58905
H -1.29768 -3.02702 -2.15623
H -4.34153 -1.62327 -0.83936
H -3.44808 -0.70546 -2.06929
H -3.87105 0.06188 -0.53354
C 0.25731 3.96172 0.96510
C -0.43438 3.22696 -0.18922
C 0.03919 3.81524 -1.52338
C -1.95351 3.39388 -0.06574
N -0.08091 1.84525 -0.13464
H 0.03658 5.03484 0.93499
H 1.33704 3.81262 0.89849
H -0.08046 3.55258 1.91765
H -0.10268 4.90203 -1.55379
H -0.51648 3.36416 -2.34834
H 1.09762 3.58817 -1.66433
H -2.24878 4.44882 -0.11850
H -2.29123 2.97578 0.88381
H -2.44742 2.84350 -0.86844
C 2.37461 -3.43788 -0.94758
C 2.48122 -2.63141 -2.20704
C 3.33149 -3.01548 -3.22971
C 3.39752 -2.34043 -4.45458
C 2.52859 -1.25431 -4.64134
C 1.67377 -0.81410 -3.65410
C 0.74002 0.33650 -3.88189
C 1.65853 -1.45382 -2.35826
N 0.95169 -0.96096 -1.35931
H 1.41711 -3.96594 -0.91467
H 2.41410 -2.79982 -0.06418
H 3.18142 -4.17268 -0.89245
H 3.95141 -3.89472 -3.06945
H 4.07688 -2.65836 -5.23653
H 2.52264 -0.73065 -5.59611
H 0.88651 0.76089 -4.87950
H 0.88425 1.11688 -3.12914
H -0.30298 0.02425 -3.77399
C 6.20127 0.31483 -2.74268
C 4.74187 0.74086 -2.62950
N 4.08880 0.21370 -1.44586
C 4.45718 0.48559 -0.17507
S 4.32408 -0.64364 1.03752
N 4.86442 1.78331 0.03877
C 5.31818 2.24300 1.33589
C 6.77742 1.91401 1.62328
H 6.66301 0.74916 -3.63316
H 6.26393 -0.77192 -2.81144
H 6.77967 0.62501 -1.86789
H 4.17271 0.36135 -3.47714
H 4.65041 1.83344 -2.66031
H 3.72469 -0.72825 -1.55675
H 5.31884 2.22560 -0.74465
H 4.67114 1.78343 2.07957
H 5.15531 3.32391 1.37396
H 6.90934 0.83425 1.69086
H 7.09588 2.36601 2.56633
H 7.42739 2.29652 0.83062

=====

A cluster of 2 separate species, C5H10NO2 in total in a non-equilibrium geometry, computed with ωB97M-V with the def2-TZVPD basis set.

Output
Gap between HOMO and LUMO in eV: 4.2
Energy relative to the best compared isomer or geometry (same formula, charge and spin) in eV: 8.411
Total charge: -1

CARTESIAN COORDINATES (ANGSTROEM)
C 1.25978 0.20962 0.93329
O 1.09747 1.53808 1.01877
C 0.06479 -0.73632 1.26050
C -0.96393 -0.59709 0.11461
C -1.26334 0.73986 -0.44623
C -1.48850 0.85053 -1.82309
O -1.65821 -0.01357 -2.70409
N 0.17018 -2.14569 1.46248
H 1.50763 -0.09245 -0.12415
H 2.24853 0.01900 1.41215
H -0.34473 -0.30468 2.24215
H -0.57275 -1.23378 -0.68315
H -1.90799 -0.96612 0.53837
H 1.73145 0.98298 -1.92688
H -1.14832 1.61520 0.17196
H -1.48695 1.91906 -2.17021
H 0.39607 -2.39063 2.41650
H 2.35880 0.60598 -1.69299

=====

A structure of composition C17H26GeN2O6PtSSe, computed with ωB97M-V with the def2-TZVPD basis set.

Output
Gap between HOMO and LUMO in eV: 6.1
Energy relative to the best compared isomer or geometry (same formula, charge and spin) in eV: 0.000
Total charge: 0

CARTESIAN COORDINATES (ANGSTROEM)
Pt -1.33128 -1.59949 -0.69162
O 5.19652 -0.88076 1.29473
C 4.89418 -1.24804 -0.03572
C 3.40172 -1.31136 -0.20303
C 2.84208 -1.37999 -1.47245
C 1.47232 -1.45931 -1.61382
N 0.66786 -1.46801 -0.54793
C 1.19067 -1.41216 0.68839
C 2.55541 -1.32984 0.89606
C 0.17656 -1.45688 1.75966
C 0.44886 -1.38199 3.11162
C -0.60323 -1.44249 4.01929
C -0.32639 -1.38449 5.50210
O 0.78295 -0.57266 5.82884
C -1.89352 -1.57484 3.52873
C -2.10234 -1.64427 2.16425
N -1.08460 -1.58549 1.30467
H 6.14752 -0.92816 1.42556
H 5.30977 -2.23289 -0.27825
H 5.29947 -0.52800 -0.75413
H 3.45862 -1.37196 -2.36210
H 0.97487 -1.50884 -2.57383
H 2.97040 -1.27135 1.89041
H 1.45952 -1.26817 3.47674
H -0.07368 -2.38734 5.85119
H -1.22974 -1.07301 6.03496
H 0.60922 0.32764 5.53332
H -2.74590 -1.62031 4.19374
H -3.08371 -1.74251 1.71862
C 0.53515 4.48994 -2.03882
Ge -0.29254 2.77040 -1.58795
C 0.59519 2.00389 -0.01541
C -0.15680 1.52179 -3.08165
C -2.15705 3.06395 -1.03874
Se -3.08866 1.35720 -0.87508
C -3.70550 1.19360 -2.70492
H 1.59344 4.38696 -2.28136
H 0.44390 5.18342 -1.20132
H 0.03006 4.93103 -2.89946
H 1.64275 1.76695 -0.21217
H 0.07472 1.08710 0.26793
H 0.55138 2.70057 0.82361
H 0.88414 1.22034 -3.22031
H -0.49857 1.97956 -4.01060
H -0.75555 0.62847 -2.89176
H -2.72579 3.72401 -1.69362
H -2.14875 3.52598 -0.05008
H -2.86539 1.17287 -3.39438
H -4.37754 2.01723 -2.93498
H -4.23369 0.24509 -2.76905
O -1.72163 -1.65832 -2.67446
S -3.00969 -2.53276 -2.44922
O -4.04419 -2.19769 -3.37730
O -3.30610 -1.92696 -1.03282
O -2.64738 -3.91762 -2.34603

=====

A cluster of 10 separate species, C16H48F3N6O18S in total in a non-equilibrium geometry, computed with ωB97M-V with the def2-TZVPD basis set.

Output
Gap between HOMO and LUMO in eV: 7.5
Total charge: -1

CARTESIAN COORDINATES (ANGSTROEM)
C -1.15550 -18.92966 19.64370
F -2.00301 -17.94086 19.62736
F 0.00359 -18.59487 20.40675
F -1.63436 -20.05914 20.08831
S -0.61507 -19.13081 17.75683
O 0.27174 -17.98181 17.49089
O 0.16522 -20.38056 17.73415
O -1.79312 -19.19299 16.89630
C -5.62161 -13.94750 24.67820
C -5.72362 -12.83450 23.53931
O -4.42935 -12.16923 23.35947
O -5.18692 -13.42784 25.98140
H -4.81097 -14.61703 24.39064
H -6.60865 -14.38502 24.82802
H -6.47455 -12.07540 23.75834
H -6.00108 -13.41179 22.65735
H -3.76798 -12.82562 23.12849
H -4.32470 -13.02483 25.85585
C -3.89899 -16.50792 10.00753
C -3.31979 -15.48093 10.97623
O -3.94646 -15.41557 12.23675
O -5.22428 -16.77425 10.24319
H -3.41120 -17.46095 10.21224
H -3.67048 -16.18229 8.99272
H -3.59031 -14.48293 10.63140
H -2.23479 -15.53140 10.88488
H -3.63136 -16.05038 12.88429
H -5.59489 -16.29088 10.98522
C 3.00190 -10.09542 16.11859
C 4.24931 -9.30128 16.63553
O 4.63332 -9.54179 17.99708
O 3.32646 -11.37442 15.64052
H 2.52803 -9.59634 15.27332
H 2.34675 -10.05953 16.98898
H 4.06501 -8.22999 16.55513
H 5.07712 -9.50195 15.95541
H 5.36712 -10.14338 18.14274
H 2.81654 -12.07018 16.06183
C -0.76977 -25.21391 11.68675
C -0.35843 -26.19907 12.76679
O -0.69872 -25.62929 14.02732
O -2.10869 -24.99543 11.67714
H -0.28004 -25.59401 10.79021
H -0.29098 -24.25570 11.88845
H 0.69878 -26.40739 12.60248
H -0.97042 -27.09505 12.66282
H -0.23552 -24.84436 14.32886
H -2.36716 -24.78457 12.57732
C -8.16029 -21.34096 23.35257
C -8.54439 -20.79576 24.75458
O -9.85935 -20.25339 24.83559
O -9.22986 -21.95674 22.70442
H -7.34378 -22.05888 23.43011
H -7.83999 -20.48769 22.75470
H -7.78182 -20.07747 25.05567
H -8.38630 -21.61427 25.45682
H -10.05476 -19.62896 24.13309
H -9.73395 -22.47555 23.33555
C 9.10022 -19.00592 21.77312
C 7.73772 -18.13872 21.93358
O 7.62012 -17.78364 23.26524
O 9.12269 -19.98980 22.80731
H 9.95730 -18.36367 21.97569
H 9.24555 -19.39693 20.76609
H 6.86002 -18.71682 21.64451
H 7.67325 -17.20717 21.37130
H 8.01897 -18.52522 23.72630
H 9.87350 -20.58803 22.80565
C -9.42403 -16.04113 17.74596
O -9.87733 -14.88032 17.72706
N -9.91636 -16.99756 18.51745
N -8.50251 -16.58896 16.95998
H -10.54702 -16.74300 19.26415
H -9.69245 -17.96276 18.32163
H -8.07890 -17.50569 16.97595
H -8.20139 -15.89678 16.28893
C -7.19681 -22.88357 15.24214
O -8.38811 -23.23241 15.26528
N -6.23248 -23.48113 15.75943
N -6.84766 -21.74502 14.59216
H -6.40642 -24.38892 16.16654
H -5.28400 -23.16731 15.90780
H -5.85620 -21.60836 14.45637
H -7.38643 -21.16872 13.96153
C 6.82237 -18.33840 13.65861
O 7.75730 -18.19793 12.87755
N 6.38296 -17.34987 14.27951
N 6.10370 -19.40981 13.79284
H 5.53276 -17.50062 14.80345
H 7.11989 -16.78510 14.67710
H 5.39400 -19.35588 14.50945
H 6.28574 -20.17782 13.16267

=====

A structure of composition C41H48BrN3O2Ti in a non-equilibrium geometry, computed with ωB97M-V with the def2-TZVPD basis set.

Output
Gap between HOMO and LUMO (alpha / beta) in eV: 5.0 / 5.0
Energy relative to the best compared isomer or geometry (same formula, charge and spin) in eV: 0.259
Total charge: 0

CARTESIAN COORDINATES (ANGSTROEM)
Ti -1.25511 0.50373 0.36262
C -2.35002 3.06962 -3.01563
C -2.37878 4.34234 -2.41276
C -2.22995 4.45962 -1.05776
C -2.05140 3.29904 -0.27989
N -1.94814 2.07982 -0.88385
C -2.11882 1.98249 -2.21903
C -2.02798 3.23682 1.14603
C -2.33417 4.28000 2.01251
C -2.49115 4.04705 3.36533
C -2.37290 2.72928 3.83880
C -2.05772 1.72026 2.96698
N -1.82967 1.95170 1.62876
C -1.90432 0.31960 3.30857
C -2.05541 -0.22094 4.58796
C -1.83969 -1.56547 4.77811
C -1.46333 -2.35909 3.68954
C -1.34740 -1.77128 2.45521
N -1.57493 -0.45858 2.25076
H -2.48324 2.94274 -4.07977
H -2.52294 5.22766 -3.01859
H -2.25652 5.42785 -0.57866
H -2.05127 0.97964 -2.62316
H -2.47535 5.27605 1.61344
H -2.73606 4.85304 4.04149
H -2.53976 2.51124 4.88431
H -2.34054 0.41833 5.41102
H -1.95816 -2.00299 5.76080
H -1.27525 -3.41789 3.79567
H -1.07955 -2.34784 1.58076
C 6.48265 -0.80558 1.50914
C 6.20853 0.37104 0.56264
C 6.74201 1.66450 1.19330
C 6.96801 0.12733 -0.74147
C 4.70219 0.49132 0.33605
C 3.86116 0.75718 1.41076
C 2.49797 0.82879 1.22965
Br 1.45211 1.26066 2.74596
C 1.88363 0.63059 -0.02300
O 0.54813 0.61044 -0.12841
C 2.72648 0.43679 -1.13178
C 4.10468 0.35411 -0.90398
C 2.28106 0.34255 -2.60271
C 0.77993 0.50821 -2.83443
C 2.69834 -1.01379 -3.18891
C 2.97345 1.46788 -3.39312
H 7.55458 -0.89593 1.70332
H 6.13207 -1.74292 1.07241
H 5.97692 -0.67303 2.46691
H 7.82180 1.59349 1.34537
H 6.28221 1.86100 2.16303
H 6.54141 2.52172 0.54750
H 8.03728 0.05717 -0.53291
H 6.82089 0.94243 -1.45344
H 6.66188 -0.80590 -1.21920
H 4.26112 0.91046 2.40473
H 4.73614 0.17387 -1.76177
H 0.19936 -0.26930 -2.34066
H 0.58699 0.45012 -3.90921
H 0.42961 1.47669 -2.47918
H 2.20269 -1.83038 -2.66180
H 3.77519 -1.17503 -3.12736
H 2.41070 -1.06669 -4.24221
H 2.70523 2.44426 -2.98434
H 2.65153 1.43438 -4.43721
H 4.06008 1.38259 -3.37720
C -0.63444 -2.77399 -2.55171
C -0.64455 -3.39592 -1.15294
C 0.48061 -2.84758 -0.27675
C -2.03688 -3.33181 -0.54591
C -2.67247 -4.52955 -0.24025
C -3.97556 -4.56288 0.22591
C -4.67627 -3.37560 0.32316
C -4.09658 -2.14350 0.02621
C -5.00820 -0.92576 0.04527
C -4.97089 -0.14749 -1.27019
C -4.82183 0.00928 1.23905
C -2.73612 -2.12173 -0.34056
O -2.07735 -0.95489 -0.51484
H 0.34955 -2.88152 -3.01500
H -0.87712 -1.71155 -2.50887
H -1.37070 -3.26078 -3.19376
H -0.43891 -4.46370 -1.27480
H 0.37886 -1.78328 -0.07525
H 1.44182 -2.98898 -0.77599
H 0.53441 -3.38070 0.67573
H -2.12537 -5.45586 -0.37950
H -4.44938 -5.50451 0.47222
H -5.71769 -3.39456 0.62573
H -6.01576 -1.34137 0.13704
H -3.99486 0.30888 -1.42874
H -5.71775 0.64988 -1.25692
H -5.18274 -0.79956 -2.11957
H -3.93198 0.62879 1.13478
H -4.74655 -0.54479 2.17671
H -5.67377 0.69015 1.31372

=====

A cluster of 2 separate species, C9H14 in total in a non-equilibrium geometry, computed with ωB97M-V with the def2-TZVPD basis set.

Output
Structure (SMILES): Cc1ccccc1.CC
Gap between HOMO and LUMO in eV: 9.9
Energy relative to the best compared isomer or geometry (same formula, charge and spin) in eV: 1.818
Total charge: 0

CARTESIAN COORDINATES (ANGSTROEM)
C 1.49451 -0.02520 -1.81370
C 0.93289 0.15117 -0.38481
C 0.96402 -0.93990 0.49068
C 0.63649 -0.67457 1.87092
C 0.70074 0.61960 2.34251
C 0.55145 1.71765 1.41052
C 0.59238 1.43877 0.05425
H 2.47375 -0.47634 -1.84336
H 1.69513 0.97642 -2.33226
H 0.82770 -0.46103 -2.64430
H 1.21007 -1.93540 0.05636
H 0.36608 -1.46083 2.49868
H 0.80198 0.70967 3.35794
H 0.35369 2.71616 1.61566
H 0.39081 2.07635 -0.79372
C -2.28094 -0.49871 -0.66777
C -2.53137 -1.25986 -1.95262
H -1.40403 -0.91161 -0.15594
H -2.04812 0.46626 -0.98806
H -3.22876 -0.49133 0.01069
H -3.12007 -0.64058 -2.72374
H -1.62386 -1.50782 -2.55741
H -3.05544 -2.23360 -1.60044

=====

A cluster of 2 separate species, C4H5N3OS in total in a non-equilibrium geometry, computed with ωB97M-V with the def2-TZVPD basis set.

Output
Structure (SMILES): Oc1nccs1.N=C=N
Gap between HOMO and LUMO in eV: 9.5
Energy relative to the best compared isomer or geometry (same formula, charge and spin) in eV: 2.251
Total charge: 0

CARTESIAN COORDINATES (ANGSTROEM)
O -0.13305 -0.21350 -0.82120
C 0.26089 -0.39806 0.41686
N 0.36430 0.47827 1.33776
C 0.76117 -0.07948 2.51705
C 0.97332 -1.41519 2.50356
S 0.66378 -2.05895 0.93615
H -0.03445 -1.00640 -1.36715
H 0.88534 0.56173 3.36887
H 1.28580 -2.06321 3.29464
N -0.66968 2.21858 -1.84471
C -0.92985 1.20626 -2.44207
N -1.04134 0.36738 -3.30827
H -0.48070 2.31816 -0.86450
H -1.90552 0.08441 -3.72699